1.
{
  "formula": "C48H78CrN7O2SSi",
  "method": "ωB97M-V with the def2-TZVPD basis set",
  "homo_ev": [-6.78, -6.79],
  "multiplicity": 2,
  "e_lumo_ev": [-1.38, -0.38],
  "elements": ["Cr", "C", "N", "C", "C", "C", "N", "C", "C", "C", "C", "C", "C", "C", "O", "C", "C", "C", "C", "C", "C", "C", "C", "C", "C", "C", "C", "C", "C", "C", "O", "C", "C", "C", "C", "C", "C", "C", "C", "H", "H", "H", "H", "H", "H", "H", "H", "H", "H", "H", "H", "H", "H", "H", "H", "H", "H", "H", "H", "H", "H", "H", "H", "H", "H", "H", "H", "H", "H", "H", "H", "H", "H", "H", "H", "H", "H", "H", "H", "H", "H", "H", "H", "H", "H", "H", "H", "H", "H", "H", "H", "H", "H", "C", "Si", "C", "C", "C", "C", "C", "C", "N", "C", "S", "H", "H", "H", "H", "H", "H", "H", "H", "H", "H", "H", "H", "C", "N", "C", "N", "C", "N", "C", "N", "C", "C", "H", "H", "H", "H", "H", "H", "H", "H", "H", "H", "H", "H"],
  "coordinates": [[-0.10, -0.02, 0.21], [-3.37, -0.19, 0.51], [-2.40, 0.24, -0.50], [-2.78, 1.57, -0.98], [-2.44, -0.72, -1.60], [-1.24, -0.57, -2.53], [0.02, -0.71, -1.79], [1.06, 0.10, -2.45], [0.69, 1.53, -2.71], [0.79, 1.99, -4.01], [0.55, 3.32, -4.33], [0.25, 4.15, -3.27], [0.18, 3.76, -1.94], [0.33, 2.38, -1.62], [0.12, 1.85, -0.44], [0.02, 4.94, -0.97], [1.15, 5.95, -1.22], [-1.35, 5.61, -1.19], [0.11, 4.55, 0.50], [0.71, 3.83, -5.75], [-0.25, 3.08, -6.68], [0.44, 5.33, -5.88], [2.16, 3.57, -6.20], [0.48, -2.10, -1.82], [-0.42, -3.16, -1.22], [-0.63, -4.30, -1.98], [-1.29, -5.40, -1.47], [-1.69, -5.31, -0.15], [-1.48, -4.22, 0.67], [-0.90, -3.04, 0.11], [-0.80, -1.89, 0.73], [-1.84, -4.45, 2.14], [-3.36, -4.65, 2.29], [-1.10, -5.71, 2.63], [-1.43, -3.31, 3.06], [-1.53, -6.69, -2.23], [-3.04, -6.98, -2.29], [-0.82, -7.85, -1.52], [-1.01, -6.63, -3.67], [-4.36, -0.34, 0.06], [-3.46, 0.56, 1.29], [-3.03, -1.12, 0.95], [-3.77, 1.53, -1.47], [-2.05, 1.95, -1.69], [-2.83, 2.27, -0.15], [-3.37, -0.62, -2.17], [-2.42, -1.72, -1.16], [-1.27, 0.42, -2.99], [-1.31, -1.33, -3.32], [1.31, -0.37, -3.42], [1.96, 0.07, -1.83], [1.07, 1.29, -4.78], [0.07, 5.19, -3.48], [1.10, 6.38, -2.22], [2.11, 5.46, -1.11], [1.08, 6.76, -0.50], [-1.45, 6.01, -2.20], [-1.46, 6.44, -0.49], [-2.15, 4.90, -1.02], [0.92, 3.85, 0.66], [-0.84, 4.12, 0.81], [0.28, 5.44, 1.11], [-1.28, 3.25, -6.37], [-0.06, 2.01, -6.68], [-0.14, 3.44, -7.70], [-0.58, 5.57, -5.60], [0.59, 5.64, -6.92], [1.13, 5.90, -5.26], [2.39, 2.51, -6.21], [2.85, 4.06, -5.51], [2.32, 3.97, -7.20], [1.45, -2.14, -1.30], [0.67, -2.39, -2.87], [-0.24, -4.32, -2.99], [-2.17, -6.17, 0.29], [-3.72, -5.46, 1.67], [-3.88, -3.74, 2.01], [-3.60, -4.87, 3.32], [-1.49, -6.62, 2.19], [-1.19, -5.79, 3.71], [-0.04, -5.63, 2.38], [-1.89, -2.39, 2.73], [-0.34, -3.19, 3.05], [-1.74, -3.52, 4.08], [-3.47, -7.06, -1.29], [-3.24, -7.90, -2.82], [-3.56, -6.17, -2.80], [-1.20, -8.00, -0.51], [0.25, -7.65, -1.45], [-0.96, -8.78, -2.08], [-1.52, -5.84, -4.23], [-1.20, -7.57, -4.17], [0.06, -6.44, -3.69], [6.78, 0.25, 2.39], [6.02, 0.32, 0.63], [6.17, 2.08, -0.07], [7.05, -0.85, -0.49], [4.31, -0.52, 0.78], [4.33, -1.82, 1.21], [3.14, -2.49, 1.48], [1.96, -1.84, 1.23], [1.87, -0.60, 0.71], [3.05, 0.09, 0.53], [2.97, 1.70, 0.07], [7.77, 0.69, 2.40], [6.88, -0.78, 2.74], [6.18, 0.78, 3.12], [7.22, 2.36, -0.15], [5.67, 2.81, 0.55], [5.74, 2.15, -1.06], [8.07, -0.48, -0.60], [6.62, -0.93, -1.48], [7.11, -1.85, -0.07], [5.27, -2.32, 1.39], [3.13, -3.50, 1.87], [1.03, -2.32, 1.45], [-0.78, -0.17, 3.45], [-0.88, 0.43, 4.76], [-1.70, 1.64, 4.67], [-1.12, 2.59, 3.73], [-1.01, 1.95, 2.43], [-0.19, 0.73, 2.45], [1.14, 1.12, 2.97], [1.06, 1.75, 4.27], [0.45, 0.81, 5.20], [0.22, 2.93, 4.18], [-1.78, -0.44, 3.11], [-0.15, -1.06, 3.53], [-1.76, 2.10, 5.66], [-2.70, 1.36, 4.34], [-0.54, 2.64, 1.74], [-2.01, 1.69, 2.09], [1.62, 1.81, 2.26], [1.76, 0.23, 3.06], [0.39, 1.27, 6.19], [1.07, -0.09, 5.26], [0.66, 3.63, 3.47], [0.16, 3.40, 5.16]]
}

2.
{
  "formula": "C48H80Cl2Cu2N8O8",
  "method": "ωB97M-V with the def2-TZVPD basis set",
  "homo_ev": -7.89,
  "e_lumo_ev": -0.83,
  "elements": ["Cu", "Cu", "Cl", "Cl", "C", "C", "C", "C", "C", "C", "N", "O", "O", "H", "H", "H", "H", "H", "C", "C", "C", "C", "C", "C", "N", "O", "O", "H", "H", "H", "H", "H", "C", "C", "C", "C", "C", "C", "N", "O", "O", "H", "H", "H", "H", "H", "C", "C", "C", "C", "C", "C", "N", "O", "O", "H", "H", "H", "H", "H", "C", "C", "N", "C", "C", "C", "C", "H", "H", "H", "H", "H", "H", "H", "H", "H", "H", "H", "H", "H", "H", "H", "C", "C", "N", "C", "C", "C", "C", "H", "H", "H", "H", "H", "H", "H", "H", "H", "H", "H", "H", "H", "H", "H", "C", "C", "N", "C", "C", "C", "C", "H", "H", "H", "H", "H", "H", "H", "H", "H", "H", "H", "H", "H", "H", "H", "C", "C", "N", "C", "C", "C", "C", "H", "H", "H", "H", "H", "H", "H", "H", "H", "H", "H", "H", "H", "H", "H"],
  "coordinates": [[12.92, 11.74, 17.13], [9.88, 13.43, 17.46], [10.79, 11.26, 16.32], [12.26, 14.02, 18.35], [12.83, 11.41, 24.51], [13.29, 10.14, 24.30], [13.53, 9.67, 23.02], [13.24, 10.58, 21.99], [12.84, 11.89, 22.19], [12.65, 12.34, 23.47], [13.50, 10.08, 20.62], [13.05, 10.75, 19.73], [14.13, 9.06, 20.48], [12.60, 11.73, 25.52], [13.48, 9.52, 25.17], [13.86, 8.68, 22.74], [12.48, 12.46, 21.35], [12.21, 13.33, 23.66], [12.65, 12.01, 11.37], [12.37, 11.45, 12.60], [13.11, 10.39, 13.12], [14.14, 9.91, 12.31], [14.48, 10.51, 11.10], [13.69, 11.51, 10.59], [14.92, 8.86, 12.72], [14.65, 8.37, 13.81], [15.81, 8.40, 11.97], [12.05, 12.82, 10.96], [11.55, 11.83, 13.18], [12.93, 9.99, 14.14], [15.37, 10.04, 10.70], [13.90, 11.95, 9.64], [14.42, 16.55, 15.91], [15.02, 17.26, 16.98], [16.00, 18.19, 16.67], [16.35, 18.33, 15.33], [15.77, 17.67, 14.28], [14.81, 16.77, 14.58], [17.34, 19.32, 15.01], [17.48, 19.71, 13.85], [18.06, 19.76, 15.92], [13.68, 15.78, 16.16], [14.66, 17.06, 17.98], [16.43, 18.78, 17.45], [16.01, 18.07, 13.28], [14.39, 16.25, 13.73], [8.21, 9.46, 13.54], [7.69, 8.49, 12.68], [7.82, 8.64, 11.29], [8.38, 9.84, 10.87], [8.87, 10.83, 11.69], [8.77, 10.64, 13.02], [8.51, 10.05, 9.43], [8.99, 11.13, 9.04], [8.08, 9.21, 8.61], [8.28, 9.35, 14.62], [7.30, 7.56, 13.08], [7.41, 7.86, 10.66], [9.33, 11.71, 11.24], [9.11, 11.47, 13.62], [10.99, 21.90, 17.92], [11.69, 20.69, 18.47], [10.80, 19.68, 19.09], [11.58, 18.55, 19.44], [10.84, 17.39, 20.07], [9.87, 20.20, 20.05], [10.49, 20.97, 21.27], [10.16, 21.69, 17.23], [11.75, 22.53, 17.43], [10.57, 22.57, 18.66], [12.22, 20.14, 17.67], [12.50, 20.98, 19.17], [12.03, 18.22, 18.47], [12.46, 18.77, 20.10], [10.60, 17.57, 21.12], [9.91, 17.16, 19.51], [11.40, 16.43, 19.99], [9.29, 19.38, 20.49], [9.20, 20.85, 19.49], [10.90, 21.92, 20.87], [11.26, 20.36, 21.73], [9.76, 21.17, 22.05], [7.50, 11.14, 17.48], [8.27, 11.29, 18.79], [8.83, 12.62, 18.99], [7.80, 13.57, 19.44], [8.35, 14.95, 19.71], [9.93, 12.50, 20.04], [9.29, 12.26, 21.42], [6.68, 11.88, 17.46], [7.00, 10.15, 17.46], [8.13, 11.32, 16.64], [7.63, 11.03, 19.66], [9.06, 10.52, 18.78], [7.14, 13.71, 18.57], [7.15, 13.20, 20.28], [9.38, 14.99, 19.41], [7.75, 15.81, 19.34], [8.45, 15.16, 20.79], [10.47, 13.44, 20.03], [10.60, 11.70, 19.68], [8.77, 11.30, 21.35], [8.65, 13.06, 21.78], [10.08, 12.06, 22.16], [16.90, 13.32, 17.53], [15.52, 12.86, 17.90], [14.96, 11.66, 17.20], [15.53, 10.38, 17.81], [14.75, 9.13, 17.40], [15.22, 11.77, 15.76], [14.66, 13.09, 15.21], [17.17, 14.28, 17.96], [16.97, 13.40, 16.45], [17.64, 12.60, 17.88], [15.37, 12.70, 18.98], [14.80, 13.65, 17.71], [16.61, 10.19, 17.66], [15.41, 10.49, 18.88], [13.67, 9.24, 17.67], [14.84, 8.99, 16.32], [15.12, 8.26, 17.98], [14.71, 10.94, 15.26], [16.32, 11.64, 15.59], [13.79, 13.39, 15.77], [14.41, 12.96, 14.16], [15.27, 13.98, 15.37], [7.23, 13.88, 15.38], [7.88, 15.15, 16.02], [9.35, 15.00, 16.16], [9.95, 14.73, 14.85], [11.47, 14.63, 14.97], [9.91, 16.22, 16.76], [9.87, 17.49, 15.91], [6.38, 13.61, 16.00], [7.92, 13.08, 15.62], [6.99, 13.82, 14.32], [7.58, 16.04, 15.42], [7.50, 15.37, 17.02], [9.60, 13.73, 14.59], [9.64, 15.46, 14.05], [11.69, 14.04, 15.86], [11.92, 14.16, 14.09], [11.94, 15.62, 15.03], [10.94, 15.99, 17.12], [9.27, 16.35, 17.66], [8.87, 17.66, 15.51], [10.57, 17.28, 15.11], [10.18, 18.30, 16.51]]
}